(1)
Formula: C22H25BrN3O2SV
Source: OMol25
Level of theory: wB97M-V/def2-TZVPD

The geometry in XYZ format:
```
55
Properties=species:S:1:pos:R:3:forces:R:3
V 0.9716 -0.8645 0.9988 0.941 -2.202 1.102
O 1.8744 4.4184 2.2605 0.083 -0.026 -0.066
C 1.0849 3.3003 2.2142 -0.061 -0.227 -0.113
C 0.0330 3.1186 3.1323 -0.191 -0.207 0.090
C -0.7181 1.9643 3.0184 0.372 0.324 0.500
N -0.5522 1.0522 2.0707 0.373 -0.864 -0.620
C 0.4493 1.2306 1.1636 -0.196 0.872 -0.838
Br 3.3194 -0.5457 1.5214 0.785 0.138 0.215
C 1.3084 2.3652 1.2456 0.118 0.107 0.098
H 1.6094 4.9459 3.0176 -0.041 0.034 0.057
H -0.1827 3.8626 3.8905 -0.043 -0.033 0.018
H -1.5223 1.7649 3.7225 0.022 0.060 0.014
H 2.1083 2.5067 0.5343 -0.020 -0.082 -0.021
O 0.7503 -2.2504 2.2615 -0.800 -0.924 1.639
N 0.7045 -3.5603 2.1178 0.205 -0.658 -0.452
C 0.6611 -4.3184 3.2307 0.036 0.041 0.160
C 0.6084 -5.6822 3.1656 -0.019 -0.104 0.028
C 0.6150 -6.2989 1.9088 -0.011 0.231 -0.139
C 0.6767 -5.5167 0.7824 0.000 -0.352 0.246
C 0.7337 -4.1134 0.8624 -0.063 0.529 0.068
S 0.8280 -3.0833 -0.4779 0.163 0.528 -0.167
H 0.6903 -3.7604 4.1543 -0.050 0.083 -0.053
H 0.5673 -6.2598 4.0771 0.022 0.045 0.031
H 0.5778 -7.3772 1.8304 0.003 -0.009 -0.034
H 0.7039 -5.9550 -0.2041 -0.024 0.043 -0.037
C 2.8363 0.9404 -1.8025 -0.062 0.143 -0.179
C 1.6929 1.4320 -2.6884 0.086 -0.184 0.157
C 1.2670 0.3105 -3.6504 0.050 0.146 0.026
C 0.4299 1.9361 -2.0011 -0.035 -0.166 0.067
C -0.1338 3.1115 -2.4793 0.052 0.190 -0.008
C -1.3884 3.5376 -2.0720 -0.119 -0.131 -0.096
C -2.1908 2.6329 -1.3964 0.069 0.196 -0.081
C -1.6949 1.4159 -0.9426 0.318 -0.307 0.100
C -2.7446 0.3710 -0.5524 0.153 -0.050 -0.065
C -2.2655 -0.9114 0.1188 -0.015 0.214 0.051
C -3.4379 -0.0326 -1.8683 -0.149 0.092 0.099
C -0.2920 1.1818 -1.0389 -0.240 0.425 -0.026
N 0.3879 0.4591 -0.0293 -1.806 2.478 -1.800
H 3.6653 0.5929 -2.4253 -0.003 0.028 -0.039
H 2.5183 0.1181 -1.1701 0.121 0.039 0.001
H 3.2125 1.7428 -1.1681 0.023 -0.073 0.104
H 2.0730 2.2624 -3.2944 -0.069 0.020 0.010
H 0.9500 -0.5646 -3.0789 -0.002 -0.028 -0.010
H 2.0970 0.0233 -4.3013 -0.002 -0.043 0.024
H 0.4305 0.6386 -4.2701 -0.010 -0.056 -0.038
H 0.4399 3.7242 -3.1677 0.055 -0.008 0.037
H -1.7559 4.5222 -2.3334 -0.044 -0.042 -0.110
H -3.2352 2.8744 -1.2213 -0.005 -0.051 0.038
H -3.4833 0.8550 0.0962 0.014 0.023 -0.012
H -1.5403 -1.4184 -0.5172 0.012 -0.080 0.043
H -3.1148 -1.5847 0.2657 -0.014 -0.004 -0.022
H -1.8154 -0.6977 1.0855 0.016 -0.076 0.038
H -2.7250 -0.5612 -2.5051 0.000 0.005 -0.018
H -3.7965 0.8402 -2.4144 -0.026 -0.024 -0.036
H -4.2867 -0.6953 -1.6767 0.029 -0.022 0.017
```
Forces are in eV/Å.

As for the charge: -1. The calculation puts the relative energy (zero: lowest compared OMol25 entry of this formula, charge and spin) at 37.94 kcal/mol. The calculation puts the HOMO-LUMO gap (spin up / spin down) at 5.4 / 5.0 eV. Its largest force on an atom is 3.6 eV/Å. For the total energy, the calculation gives -138351.0256 eV. Its HOMO energy (spin up / spin down) is -2.715 / -2.278 eV. The spin multiplicity is 2.

(2)
Formula: C36H50N2O3PdSe
Source: OMol25
Level of theory: wB97M-V/def2-TZVPD

The geometry in XYZ format:
```
93
Properties=species:S:1:pos:R:3:forces:R:3
Pd 0.4060 -2.1082 2.9401 0.066 -0.063 0.023
C -0.6378 -1.5037 -4.9957 0.003 -0.004 -0.002
C -1.1649 -2.5025 -3.9548 0.003 0.010 0.000
C -0.9055 -3.9284 -4.4653 0.001 0.003 0.001
C -2.6766 -2.3026 -3.8421 -0.006 -0.008 0.004
C -0.4631 -2.3041 -2.6121 0.021 0.012 -0.004
C -1.1346 -2.0756 -1.4205 -0.002 -0.015 0.011
C -0.4679 -1.9481 -0.2090 0.035 0.042 -0.008
Se -1.5123 -1.4205 1.3212 0.013 -0.014 0.101
C -1.6478 0.4468 0.8529 -0.080 -0.036 -0.119
C -0.9459 1.0219 -0.1768 -0.077 -0.020 -0.033
C -1.1302 2.3668 -0.5190 0.030 -0.035 -0.017
C -2.0434 3.0921 0.2436 -0.043 -0.021 -0.014
C -2.7640 2.5478 1.3047 -0.025 0.004 -0.031
C -2.5911 1.1625 1.6591 0.181 0.053 0.196
O -3.1734 0.5903 2.6320 -0.122 -0.041 -0.115
C -3.7505 3.3877 2.1173 0.004 0.003 -0.003
C -5.1613 2.7911 1.9888 0.024 0.004 0.001
C -3.3348 3.3874 3.5964 -0.018 -0.003 0.033
C -3.8154 4.8436 1.6506 -0.003 0.006 0.001
C -0.3729 2.9369 -1.7176 0.019 -0.008 0.000
C 1.1400 2.8858 -1.4614 0.010 0.038 0.013
C -0.6841 2.0995 -2.9676 0.003 0.003 0.021
C -0.7491 4.3899 -2.0066 -0.031 0.005 -0.011
C 0.9453 -2.0785 -0.1059 -0.046 -0.106 -0.028
O 1.5749 -2.0548 1.0141 -0.051 0.099 -0.034
C 1.6490 -2.2404 -1.3566 0.006 -0.001 0.005
C 0.9341 -2.3634 -2.5340 -0.014 0.006 -0.002
C 3.1795 -2.2573 -1.3489 0.008 -0.013 0.002
C 3.7786 -2.4124 -2.7497 -0.009 -0.004 0.009
C 3.6944 -3.4232 -0.4927 0.023 -0.020 0.015
C 3.6967 -0.9297 -0.7728 -0.025 0.009 -0.004
H -1.1279 -1.6630 -5.9625 0.001 -0.001 -0.001
H 0.4383 -1.6095 -5.1424 0.002 0.000 0.003
H -0.8315 -0.4789 -4.6752 -0.001 0.016 0.016
H -1.3928 -4.0931 -5.4330 0.001 0.001 0.001
H -1.2894 -4.6609 -3.7523 -0.001 0.000 0.000
H 0.1644 -4.1102 -4.5848 -0.002 -0.002 -0.003
H -3.1415 -2.4402 -4.8230 0.001 0.000 0.000
H -2.9170 -1.2985 -3.4873 0.001 0.001 0.002
H -3.1233 -3.0202 -3.1516 -0.001 0.000 -0.002
H -2.2120 -1.9630 -1.4025 -0.001 0.005 0.003
H -0.2466 0.4107 -0.7389 0.005 0.008 0.023
H -2.2089 4.1326 -0.0049 0.010 -0.005 0.006
H -5.1461 1.7494 2.3050 -0.001 -0.020 0.012
H -5.4971 2.8416 0.9488 0.001 -0.001 0.004
H -5.8722 3.3515 2.6087 0.005 -0.013 -0.001
H -3.2817 2.3619 3.9604 0.023 0.016 -0.008
H -4.0603 3.9489 4.1976 0.001 0.019 -0.002
H -2.3544 3.8587 3.7145 -0.001 0.001 -0.006
H -4.1393 4.9207 0.6092 -0.006 0.008 0.001
H -2.8474 5.3424 1.7464 0.003 -0.006 -0.004
H -4.5364 5.3867 2.2695 -0.002 0.001 0.000
H 1.4706 1.8680 -1.2464 -0.018 -0.007 -0.031
H 1.3939 3.5121 -0.6028 0.028 -0.016 0.021
H 1.6966 3.2504 -2.3326 0.002 -0.013 0.001
H -0.4083 1.0560 -2.8077 -0.004 -0.018 -0.042
H -0.1330 2.4708 -3.8396 0.002 0.011 0.006
H -1.7538 2.1327 -3.1891 -0.001 -0.008 -0.001
H -0.5423 5.0312 -1.1470 0.013 0.012 -0.013
H -1.8091 4.4851 -2.2546 0.002 -0.006 0.019
H -0.1676 4.7601 -2.8565 0.003 0.002 -0.001
H 1.4844 -2.5170 -3.4551 0.014 -0.001 -0.007
H 3.4965 -3.3631 -3.2098 -0.010 0.002 0.001
H 4.8695 -2.3881 -2.6742 0.000 0.000 0.000
H 3.4693 -1.6020 -3.4143 0.002 0.005 -0.003
H 3.3612 -4.3766 -0.9121 0.001 -0.005 -0.003
H 3.3112 -3.3373 0.5215 0.007 -0.008 -0.029
H 4.7900 -3.4218 -0.4681 0.007 -0.001 -0.012
H 3.4098 -0.0998 -1.4250 -0.001 0.008 0.001
H 4.7901 -0.9460 -0.6997 -0.007 0.004 0.016
H 3.2692 -0.7623 0.2142 0.012 -0.009 -0.017
C 2.1359 -4.3461 3.4365 0.006 0.016 0.018
C 1.8430 -2.9839 4.0510 -0.001 -0.048 -0.008
O 0.9890 -2.8812 4.9911 -0.133 0.060 -0.112
N 3.0377 -2.1692 4.0978 0.096 0.013 0.151
C 2.8971 -0.8943 4.7949 0.039 -0.028 -0.088
C 2.0897 0.1409 4.0415 -0.005 0.008 0.044
C 2.4520 0.4753 2.7402 0.021 0.022 -0.056
C 1.6644 1.3524 2.0241 0.060 0.033 -0.023
C 0.5409 1.8883 2.6324 -0.023 0.021 0.119
C 0.2811 1.5270 3.9451 -0.017 0.046 -0.031
N 1.0381 0.6859 4.6519 0.066 -0.010 0.019
H 1.2015 -4.8918 3.3183 -0.006 -0.005 -0.005
H 2.8023 -4.9052 4.1031 0.002 -0.007 -0.005
H 2.6119 -4.2452 2.4608 0.004 0.001 -0.006
H 3.3677 -2.0290 3.1494 0.023 -0.049 -0.028
H 3.9080 -0.5110 4.9748 -0.034 0.035 0.035
H 2.4119 -1.0749 5.7501 -0.025 -0.027 0.026
H 3.3193 0.0109 2.2837 -0.050 0.012 0.010
H 1.9014 1.5883 0.9949 -0.008 0.013 -0.015
H -0.1400 2.5358 2.0954 0.006 0.013 -0.006
H -0.6000 1.9104 4.4484 -0.009 0.016 -0.001
```
Forces are in eV/Å.

As for the charge: -2. The calculation puts the relative energy (zero: lowest compared OMol25 entry of this formula, charge and spin) at 0.00 kcal/mol. The calculation puts the HOMO-LUMO gap at 5.3 eV. Its largest force on an atom is 0.3 eV/Å. For the total energy, the calculation gives -116095.0189 eV. Its HOMO energy is -0.988 eV.

Q: What is the relative energy (zero: lowest compared OMol25 entry of this formula, charge and spin) in the second record?
A: 0.00 kcal/mol

Q: Among the records above, which one has the highest largest force on an atom?
A: C22H25BrN3O2SV

Q: Which value of relative energy (zero: lowest compared OMol25 entry of this formula, charge and spin) does entry 2 give?
A: 0.00 kcal/mol